ORCA calculation (the ωB97M-V functional and the def2-TZVPD basis) on C7H8OS as an isolated structure at a distorted geometry.

Calculated values
Orbital gap   8.9 eV
Total charge   0
LUMO energy   0.0 eV
Energy relative to the best compared isomer or geometry (same formula, charge and spin)   2.042 eV
Highest occupied orbital energy   -8.908 eV

Structure (XYZ):
```
17
C7H8OS the ωB97M-V functional and the def2-TZVPD basis
C -1.720 -1.012 -0.681
C -0.485 -1.442 -0.968
C -1.972 -0.023 0.365
C 0.848 -0.688 -0.712
C -1.109 1.113 0.425
C 0.786 0.626 -0.107
C 1.777 0.991 0.916
O -3.009 -0.138 1.084
S -0.147 1.870 -0.980
H -2.538 -1.510 -1.040
H -0.401 -2.404 -1.466
H 1.583 -1.370 -0.170
H 1.350 -0.672 -1.765
H -1.116 1.618 1.345
H 2.076 2.040 1.310
H 2.653 0.482 0.531
H 1.427 0.519 1.914
```